# 1
The following is a DFT calculation (ωB97M-V with the def2-TZVPD basis set) of a cluster of 2 separate species, C6H19BClN3O9P2S in total in a non-equilibrium geometry.

Geometry as XYZ:
```
42
Properties=species:S:1:pos:R:3:forces:R:3:lowdin_charge:R:1
C -2.73871 -2.65855 -1.35905 -0.2676 -0.0007 0.0100 -0.08
O -2.76306 -1.29661 -0.95410 0.0872 0.0575 -0.1206 -0.18
C -1.83941 -0.92767 0.05874 0.0473 0.0222 0.3308 -0.20
C -0.95324 0.19252 -0.52656 -0.3875 -0.4533 -0.2943 -0.31
B -2.02424 1.36879 -0.84394 -0.0382 -0.3160 -0.2127 -0.56
N -2.70844 1.96820 0.30277 0.3665 0.4825 -0.1222 0.16
O -2.20382 1.83221 -2.11466 -0.4557 0.3951 0.4166 0.18
N -0.30510 -0.24064 -1.79296 0.5637 -0.1039 0.2828 0.06
C 1.13453 -0.52892 -1.84499 0.0789 -0.2420 0.1751 -0.30
P 1.60951 -2.30496 -1.54384 0.1165 -0.2634 -0.6388 0.47
O 1.84328 -2.95629 -2.82936 -0.0623 0.0617 0.1730 -0.24
O 2.89879 -2.34783 -0.58553 -0.1631 0.1620 0.0453 -0.11
O 0.42360 -2.97467 -0.70219 0.1116 0.1287 0.1037 -0.13
C 1.93919 0.43186 -0.99811 -0.3131 0.1329 -0.3167 -0.10
N 1.43995 0.32299 0.39197 0.1948 0.0118 -0.5558 -0.02
C 0.04097 0.83524 0.44832 -0.2714 0.6565 -0.0851 -0.37
P -0.29343 0.76252 2.25533 0.3611 -1.0953 0.6733 0.58
S 0.33342 -1.01935 2.87025 -0.0863 0.0241 -0.0542 0.20
H -1.88827 -2.88602 -2.00699 0.0575 -0.0407 0.1149 0.08
H -2.73658 -3.32258 -0.49165 0.1013 -0.0258 -0.0297 0.10
H -3.65555 -2.83256 -1.91982 0.0146 0.0266 0.0026 0.09
H -1.29189 -1.77864 0.45822 0.0089 -0.0457 -0.2026 0.08
H -2.42363 -0.51747 0.89066 0.0856 -0.0215 0.0567 0.11
H -2.84295 2.96273 0.13512 -0.2236 -0.0444 -0.0356 0.09
H -3.63789 1.58927 0.45431 0.0985 -0.1600 0.1751 0.10
H -2.59121 1.19918 -2.72228 0.4937 -0.1875 -0.3346 0.12
H -0.79850 -1.05354 -2.13815 -0.2348 0.2079 -0.1686 0.10
H 1.46970 -0.40091 -2.87744 -0.0776 -0.0170 -0.0154 0.14
H 2.75904 -2.36518 0.36723 0.1147 -0.0929 0.1171 0.08
H 0.57230 -3.12215 0.23826 -0.0617 -0.0339 0.1270 0.08
H 1.75133 1.45649 -1.32341 0.0423 0.0040 0.0660 0.15
H 3.01031 0.25788 -1.05111 -0.0342 -0.1836 0.1806 0.14
H 1.46703 -0.63147 0.77198 -0.1377 0.0799 0.0992 0.05
H 2.01807 0.91137 1.04294 0.0555 0.1697 0.0621 0.08
H 0.15213 1.88633 0.16160 0.0999 0.0515 0.2904 0.14
H 0.50846 1.81203 2.70473 -0.3819 0.2524 0.2588 -0.03
H -1.62149 0.98399 2.60273 -0.0837 0.3169 -0.3385 0.00
O 1.65484 3.09799 3.78727 0.1397 0.0217 -0.0843 -0.37
Cl 2.81126 3.10055 2.91732 -0.0284 0.1956 0.5239 0.68
O 3.08139 4.41311 2.43486 -0.0442 -0.0641 -0.0785 -0.31
O 2.45504 2.24751 1.76194 0.1364 -0.0134 -0.5493 -0.44
O 3.94331 2.53325 3.56959 -0.0233 -0.0561 -0.0476 -0.31
```
Forces are in eV/Å.

The value obtained for the orbital gap is 9.27 eV. The electronic energy comes out at -72035.1025 eV. Its largest force on an atom is 0.0260 Eh/bohr. The value obtained for the highest occupied orbital energy is -9.644 eV.


# 2
The following is a DFT calculation (ωB97M-V with the def2-TZVPD basis set) of a structure of composition C6H19BNSn in a non-equilibrium geometry.

Geometry as XYZ:
```
28
Properties=species:S:1:pos:R:3:forces:R:3:lowdin_charge:R:1
Sn 2.07401 -21.51632 13.55563 -0.9047 0.4212 -1.6638 1.54
B 1.82630 -20.77154 11.26841 -0.0450 -1.0837 0.1884 -0.47
H 0.99500 -21.45469 11.18792 -2.7062 -2.4657 -0.3531 -0.03
H 2.01256 -20.23914 10.34858 0.7546 1.9751 -2.8687 0.04
H 1.59686 -20.09113 12.07379 -0.0370 1.8879 2.3477 -0.13
H 2.74188 -21.27763 11.53268 4.2389 -2.6029 0.6950 -0.08
C 0.20468 -18.99474 12.88072 -1.4171 1.1147 1.8334 -0.10
C -0.53643 -19.85649 13.92574 -0.1417 0.8385 -0.7509 -0.23
N -0.33275 -21.29827 13.73345 1.5027 0.4040 -0.8503 -0.34
C -1.02558 -21.74028 12.50094 -0.4961 -1.2318 -0.1719 -0.24
C -0.61987 -23.15992 12.13561 -0.4099 -0.1973 0.6203 -0.07
C -0.70582 -22.01131 14.95879 -0.4512 -0.6291 0.4016 -0.27
C -2.21567 -22.18773 15.18115 -0.2142 0.1186 -0.0314 -0.05
H -0.08384 -17.97623 13.14050 -0.0104 0.1751 -0.1831 0.10
H -0.08079 -19.18845 11.84675 0.2932 0.0445 0.2204 0.09
H 1.27771 -19.07616 13.05416 -0.6934 0.9778 0.0584 0.03
H -0.20627 -19.53569 14.91376 0.1455 -0.2718 0.0995 0.13
H -1.61201 -19.68030 13.91231 -0.0899 0.2331 -0.1598 0.13
H -2.08069 -21.81584 12.76384 -0.1856 0.4429 -0.2633 0.12
H -0.90338 -21.09353 11.63210 0.1237 0.3136 0.6257 0.12
H -0.96933 -23.76956 12.96886 0.2790 -0.4867 -0.1310 0.08
H -1.12348 -23.52779 11.24166 0.0196 0.2089 -0.0106 0.10
H 0.45094 -23.29339 11.98179 0.0341 -0.0504 0.0299 0.05
H -0.24136 -21.42532 15.75188 -0.2595 -0.0538 0.2600 0.11
H -0.20389 -22.97810 14.99733 -0.0726 -0.1996 -0.1474 0.10
H -2.78800 -21.30983 14.88143 0.1544 0.2539 0.3107 0.08
H -2.43209 -22.40279 16.22758 0.1307 0.1273 -0.0169 0.09
H -2.68959 -22.98607 14.61005 0.4580 -0.2646 -0.0889 0.08
```
Forces are in eV/Å.

The value obtained for the orbital gap is 8.36 eV. The electronic energy comes out at -14517.5581 eV. As for the net charge: +1. Its largest force on an atom is 0.0977 Eh/bohr. The value obtained for the highest occupied orbital energy is -14.019 eV.


# 3
The following is a DFT calculation (ωB97M-V with the def2-TZVPD basis set) of a cluster of 2 separate species, C6H19FN2O7P2S in total in a non-equilibrium geometry.

Geometry as XYZ:
```
38
Properties=species:S:1:pos:R:3:forces:R:3:lowdin_charge:R:1
N 2.63510 0.94863 1.32293 0.9182 1.1244 -1.7435 -0.16
P 3.17791 1.08747 -0.35677 -2.7658 -0.7417 -0.7805 0.83
O 3.16280 2.72896 -0.83188 0.6370 -1.6767 1.2763 -0.30
N 4.84674 0.46027 -0.33378 1.7711 2.2801 1.4356 -0.53
P 5.51101 0.21797 -1.95218 -1.9936 -0.4045 -3.5255 0.66
O 4.40154 0.18792 -3.00032 1.9238 -0.0167 2.3464 -0.47
S 5.89710 1.33844 0.68876 3.1498 3.9657 0.7808 0.64
O 5.31043 2.58256 1.21610 -0.1118 -3.4736 -0.6483 -0.30
O 7.20692 1.63282 0.04643 -2.9356 -2.2518 1.1473 -0.33
F 6.19199 0.37512 1.99271 -0.7913 0.9545 -2.2692 -0.19
H 1.65756 0.66708 1.20882 0.3013 0.1394 0.2780 0.00
H 2.70121 1.84735 1.80520 0.0221 -0.3643 0.2910 0.03
H 2.38064 3.10335 -0.39713 0.2088 0.2012 -0.1019 0.04
H 6.44504 1.24182 -2.31597 -0.2913 -0.5291 0.9257 0.04
H 6.20902 -1.03488 -1.92051 -0.1182 0.7836 0.5812 0.03
C -0.53698 -1.53291 1.69596 -0.0314 0.2693 -0.1550 -0.11
O -1.25819 -0.88925 0.66535 -0.1213 -0.3134 0.1737 -0.21
C -1.27239 -1.62042 -0.55569 -0.1967 0.4059 -0.0248 -0.19
C -2.60962 -1.46229 -1.26587 0.0120 -0.1313 -0.0588 -0.17
O -3.69623 -2.15937 -0.65957 0.1351 0.1463 0.0628 -0.12
C -4.15450 -1.69424 0.60581 -0.2273 -0.0184 -0.0010 -0.18
C -4.87153 -0.34895 0.57085 0.4986 -0.0410 0.2209 -0.19
O -3.95524 0.71589 0.34350 -0.1239 -0.1021 -0.4236 -0.21
C -4.45534 1.69858 -0.54244 0.1440 -0.0340 0.2512 -0.11
H 0.53980 -1.41364 1.53228 0.0795 -0.2461 0.1093 0.07
H -0.80550 -1.06282 2.64204 0.0144 0.0821 -0.0531 0.09
H -0.79488 -2.59478 1.75927 0.1094 -0.0258 -0.0215 0.09
H -1.08190 -2.68493 -0.38339 -0.0151 0.0089 0.0691 0.12
H -0.47580 -1.21705 -1.19171 -0.0058 -0.1773 -0.1893 0.13
H -2.50627 -1.90416 -2.26045 -0.0063 -0.1059 0.0760 0.13
H -2.85945 -0.41372 -1.42160 0.1195 0.1103 0.1983 0.11
H -3.35284 -1.70377 1.34354 0.0689 0.2470 -0.0258 0.11
H -4.88398 -2.43888 0.93730 -0.0251 0.0108 -0.1256 0.13
H -5.34497 -0.17088 1.54242 -0.1867 -0.1760 0.0131 0.13
H -5.64679 -0.37735 -0.20019 0.0130 0.0277 -0.0584 0.12
H -4.88670 1.24315 -1.43970 -0.0724 0.0169 0.0102 0.09
H -3.62106 2.32922 -0.85030 -0.0049 -0.0034 0.1014 0.09
H -5.20463 2.31770 -0.03981 -0.1020 0.0589 -0.1424 0.09
```
Forces are in eV/Å.

The value obtained for the orbital gap is 9.46 eV. The electronic energy comes out at -55970.8218 eV. As for the structure (SMILES): NP(O)N([PH2]=O)S(=O)(=O)F.COCCOCCOC. Its largest force on an atom is 0.0997 Eh/bohr. The value obtained for the highest occupied orbital energy is -9.266 eV.


# 4
The following is a DFT calculation (ωB97M-V with the def2-TZVPD basis set) of a structure of composition C6H19IN5O3 in a non-equilibrium geometry.

Geometry as XYZ:
```
34
Properties=species:S:1:pos:R:3:forces:R:3:lowdin_charge:R:1
I -0.19541 1.72933 0.64138 -12.0009 8.8156 5.1467 1.38
C -2.03900 -0.32799 -2.80856 0.2430 -0.9064 0.6298 -0.05
C -1.36481 0.27005 -1.56925 -1.5628 0.9046 -1.4401 -0.50
C -0.49507 -0.65806 -0.81790 0.6372 -2.1064 -1.0944 -0.32
O -0.75278 -2.00553 -1.06704 0.7858 -1.7476 -1.4899 -0.16
C -1.59617 -2.60712 -0.19673 -1.8968 0.8754 1.5703 -0.15
N -0.60780 1.44037 -1.96317 -1.6581 1.2804 -2.5414 -0.09
H -2.71733 0.34915 -3.32767 0.6340 0.4144 -0.0788 0.07
H -2.68186 -1.16520 -2.53670 0.1222 -0.3161 0.1386 0.06
H -1.21068 -0.72433 -3.39583 -0.3714 0.0709 -0.6523 0.08
H -2.17618 0.64791 -0.94716 -0.1086 0.0352 0.3050 0.10
H -0.39213 -0.45347 0.24777 -1.6779 -1.4464 -1.2704 0.02
H 0.50816 -0.59042 -1.23868 -0.8964 0.0436 -0.1708 0.11
H -2.10737 -3.51488 -0.51729 0.6898 -0.2294 -0.4332 0.09
H -2.41301 -1.90736 -0.02005 -0.7087 0.1123 0.2292 0.08
H -1.17186 -2.71472 0.80150 0.3831 -0.5127 0.2107 0.09
H 0.40100 1.39542 -1.98283 -1.1535 -0.9325 -0.5900 0.01
H -0.79453 2.07956 -1.20379 -0.3878 0.7600 -1.8572 -0.14
C 2.17912 0.02128 -0.51429 -0.5662 -3.2740 0.8697 -0.73
O 2.86758 -0.73550 -1.22117 0.7488 0.2289 0.7641 -0.01
N 1.72711 1.16032 -0.96322 4.9211 1.6377 -3.9662 -0.01
N 1.52314 -0.28765 0.62614 3.5660 -4.7579 -1.7389 -0.03
H 2.08880 1.29652 -1.89635 0.1207 0.4712 -0.0647 0.13
H 1.02581 1.71022 -0.48796 2.5689 0.6253 -1.6910 -0.23
H 1.71565 -1.13032 1.14858 0.2769 0.0069 -0.4425 0.15
H 0.64909 0.18865 0.79725 1.8335 -1.5686 0.4921 -0.17
C 1.23407 0.41302 3.35802 8.0974 -2.0317 -0.1337 -0.85
O 1.74254 -0.36109 4.18199 1.0293 -0.7778 -0.3566 -0.02
N 1.73585 1.00372 2.28783 6.7235 0.2916 3.2763 -0.01
N 0.16150 0.93378 3.54938 -12.2681 3.6181 4.4837 0.11
H 2.67636 0.75600 2.01550 -0.4952 0.0651 0.1126 0.13
H 1.15534 1.59676 1.71214 2.2008 0.4866 1.7615 -0.22
H -0.24473 0.85440 4.47067 -0.1059 -0.4042 -0.2642 0.13
H -0.43051 1.33722 2.83744 0.2763 0.2679 0.2860 -0.05
```
Forces are in eV/Å.

The value obtained for the orbital gap is 7.12 eV. The electronic energy comes out at -28215.3790 eV. As for the net charge: -1. Its largest force on an atom is 0.3064 Eh/bohr. The value obtained for the highest occupied orbital energy is -4.260 eV.